Model 1:
{"formula": "C35H37F3GeN4O5OsS", "method": "ωB97M-V with the def2-TZVPD basis set", "e_lumo_ev": [-3.70, -3.60], "multiplicity": 2, "s2": 0.75, "homo_energy_ha": [-0.3839, -0.3854], "total_charge": 1, "species": ["Os", "N", "C", "C", "C", "C", "C", "C", "S", "O", "O", "N", "C", "N", "C", "C", "C", "N", "H", "H", "H", "H", "H", "H", "H", "H", "H", "C", "C", "C", "C", "C", "C", "Ge", "C", "C", "C", "C", "C", "C", "C", "C", "C", "C", "C", "C", "H", "H", "H", "H", "H", "H", "H", "H", "H", "H", "H", "H", "H", "H", "H", "C", "C", "O", "C", "C", "H", "H", "H", "H", "H", "H", "H", "H", "H", "H", "C", "C", "O", "O", "H", "H", "H", "F", "C", "F", "F"], "xyz": [[1.22, 1.06, 2.19], [-5.05, -4.67, 1.14], [-4.06, -3.86, 1.62], [-2.71, -4.15, 1.38], [-1.73, -3.33, 1.87], [-2.06, -2.19, 2.59], [-3.40, -1.89, 2.84], [-4.39, -2.71, 2.35], [-0.82, -1.27, 3.38], [-1.37, -0.75, 4.60], [0.42, -1.98, 3.34], [-0.46, 0.13, 2.47], [-1.27, 1.26, 2.49], [-0.43, 2.32, 2.42], [-0.97, 3.55, 2.40], [-2.34, 3.68, 2.46], [-3.10, 2.52, 2.52], [-2.58, 1.29, 2.53], [-4.82, -5.56, 0.74], [-6.00, -4.53, 1.41], [-2.45, -5.05, 0.84], [-0.69, -3.59, 1.73], [-3.65, -1.02, 3.43], [-5.43, -2.48, 2.56], [-0.29, 4.39, 2.36], [-2.80, 4.66, 2.46], [-4.18, 2.58, 2.57], [1.48, 0.99, -6.88], [0.12, 0.84, -6.62], [-0.30, 0.43, -5.36], [0.63, 0.16, -4.36], [1.99, 0.31, -4.64], [2.41, 0.73, -5.89], [0.08, -0.32, -2.57], [-1.81, -0.53, -2.26], [-2.70, 0.54, -2.15], [-4.05, 0.32, -1.89], [-4.53, -0.98, -1.77], [-3.65, -2.05, -1.89], [-2.31, -1.82, -2.13], [1.10, -1.83, -1.95], [1.24, -2.17, -0.61], [2.03, -3.25, -0.23], [2.65, -4.03, -1.20], [2.49, -3.73, -2.54], [1.73, -2.63, -2.91], [1.81, 1.31, -7.86], [-0.60, 1.06, -7.39], [-1.36, 0.31, -5.17], [2.73, 0.10, -3.87], [3.47, 0.85, -6.09], [-2.36, 1.56, -2.26], [-4.73, 1.16, -1.81], [-5.58, -1.16, -1.58], [-4.02, -3.06, -1.80], [-1.63, -2.67, -2.21], [0.75, -1.58, 0.16], [2.16, -3.49, 0.82], [3.25, -4.88, -0.90], [2.96, -4.34, -3.30], [1.63, -2.39, -3.97], [1.90, 4.48, 0.30], [2.96, 3.54, 0.83], [2.59, 2.89, 2.07], [2.79, 3.75, 3.22], [2.73, 3.02, 4.54], [2.27, 4.94, -0.62], [1.67, 5.29, 0.99], [0.98, 3.94, 0.05], [3.90, 4.07, 1.02], [3.15, 2.74, 0.13], [2.05, 4.55, 3.19], [3.78, 4.20, 3.10], [1.75, 2.58, 4.74], [2.93, 3.74, 5.33], [3.47, 2.23, 4.60], [4.42, -1.15, 2.10], [3.22, -0.31, 2.17], [2.46, -0.05, 1.16], [2.77, 0.24, 3.23], [5.04, -0.83, 1.26], [4.10, -2.18, 1.91], [4.98, -1.10, 3.03], [1.86, 1.70, -1.58], [0.53, 1.44, -1.64], [-0.03, 2.44, -2.36], [0.04, 1.66, -0.35]], "lowdin_charge": [1.598, 0.130, -0.312, -0.020, -0.053, -0.309, -0.057, -0.015, 0.645, -0.269, -0.297, -0.250, -0.466, -0.031, -0.065, -0.012, -0.054, 0.188, 0.101, 0.101, 0.118, 0.105, 0.104, 0.117, 0.116, 0.116, 0.127, -0.076, -0.075, -0.092, -0.289, -0.115, -0.074, 1.094, -0.269, -0.101, -0.080, -0.078, -0.080, -0.099, -0.269, -0.108, -0.085, -0.076, -0.072, -0.098, 0.107, 0.107, 0.102, 0.105, 0.106, 0.096, 0.104, 0.106, 0.103, 0.101, 0.082, 0.103, 0.108, 0.109, 0.099, -0.056, -0.225, -0.318, -0.231, -0.071, 0.096, 0.076, 0.057, 0.126, 0.106, 0.113, 0.128, 0.066, 0.094, 0.077, 0.058, -0.596, -0.138, -0.078, 0.109, 0.099, 0.104, 0.070, -0.572, 0.068, -0.011]}

Model 2:
{"formula": "C35H37F3GeN4O5OsS", "method": "ωB97M-V with the def2-TZVPD basis set", "e_lumo_ev": [-2.19, -3.09], "multiplicity": 2, "s2": 0.75, "homo_energy_ha": [-0.3968, -0.3979], "total_charge": 1, "species": ["Os", "N", "C", "C", "C", "C", "C", "C", "S", "O", "O", "N", "C", "N", "C", "C", "C", "N", "H", "H", "H", "H", "H", "H", "H", "H", "H", "C", "C", "C", "C", "C", "C", "Ge", "C", "C", "C", "C", "C", "C", "C", "C", "C", "C", "C", "C", "H", "H", "H", "H", "H", "H", "H", "H", "H", "H", "H", "H", "H", "H", "H", "C", "C", "O", "C", "C", "H", "H", "H", "H", "H", "H", "H", "H", "H", "H", "C", "C", "O", "O", "H", "H", "H", "F", "C", "F", "F"], "xyz": [[-0.77, -0.59, -2.15], [-5.44, 2.30, 3.72], [-4.31, 2.15, 2.98], [-3.95, 0.89, 2.47], [-2.82, 0.75, 1.69], [-2.03, 1.87, 1.42], [-2.38, 3.13, 1.90], [-3.51, 3.27, 2.68], [-0.64, 1.70, 0.41], [0.02, 2.95, 0.26], [0.16, 0.58, 0.99], [-1.11, 1.05, -0.98], [-1.98, 1.69, -1.83], [-2.07, 0.88, -2.91], [-2.86, 1.26, -3.90], [-3.57, 2.44, -3.81], [-3.41, 3.19, -2.65], [-2.61, 2.83, -1.64], [-5.92, 1.48, 4.07], [-5.60, 3.16, 4.22], [-4.57, 0.03, 2.68], [-2.57, -0.21, 1.28], [-1.77, 3.98, 1.66], [-3.78, 4.24, 3.06], [-2.92, 0.61, -4.77], [-4.21, 2.77, -4.61], [-3.94, 4.13, -2.53], [2.95, 4.09, 4.47], [2.79, 2.82, 5.01], [2.45, 1.76, 4.19], [2.27, 1.95, 2.82], [2.44, 3.23, 2.28], [2.77, 4.29, 3.11], [1.93, 0.39, 1.76], [3.13, 0.13, 0.29], [3.12, -1.06, -0.44], [4.00, -1.22, -1.50], [4.89, -0.21, -1.84], [4.91, 0.97, -1.11], [4.04, 1.14, -0.04], [1.47, -1.19, 2.76], [0.26, -1.21, 3.45], [-0.13, -2.33, 4.17], [0.70, -3.44, 4.20], [1.90, -3.44, 3.52], [2.29, -2.32, 2.80], [3.22, 4.92, 5.11], [2.93, 2.66, 6.07], [2.33, 0.77, 4.62], [2.30, 3.40, 1.22], [2.90, 5.28, 2.69], [2.43, -1.85, -0.20], [4.00, -2.15, -2.07], [5.57, -0.34, -2.67], [5.60, 1.76, -1.37], [4.07, 2.06, 0.53], [-0.39, -0.34, 3.43], [-1.06, -2.33, 4.72], [0.40, -4.32, 4.77], [2.54, -4.31, 3.54], [3.23, -2.32, 2.27], [-0.89, -1.29, -5.79], [-1.48, -2.16, -4.70], [-0.65, -2.18, -3.51], [0.45, -3.13, -3.56], [-0.02, -4.51, -3.15], [-1.55, -1.30, -6.66], [0.09, -1.64, -6.10], [-0.78, -0.26, -5.45], [-1.59, -3.20, -5.03], [-2.46, -1.81, -4.37], [1.20, -2.74, -2.88], [0.85, -3.11, -4.57], [-0.39, -4.50, -2.13], [0.83, -5.20, -3.21], [-0.80, -4.89, -3.81], [-1.00, -3.37, 0.74], [-0.96, -2.35, -0.35], [-2.01, -1.80, -0.80], [0.15, -1.99, -0.86], [-1.89, -3.25, 1.35], [-0.10, -3.30, 1.35], [-1.03, -4.36, 0.29], [0.41, 1.38, -4.02], [0.77, 0.44, -3.09], [1.55, 1.11, -2.20], [1.63, -0.39, -3.76]], "lowdin_charge": [1.549, 0.130, -0.301, -0.010, -0.050, -0.313, -0.041, -0.010, 0.716, -0.231, -0.364, -0.219, -0.439, -0.023, -0.067, -0.020, -0.077, 0.178, 0.104, 0.106, 0.118, 0.108, 0.123, 0.119, 0.118, 0.112, 0.121, -0.070, -0.072, -0.097, -0.265, -0.112, -0.066, 1.082, -0.266, -0.113, -0.075, -0.065, -0.064, -0.091, -0.274, -0.109, -0.079, -0.078, -0.075, -0.094, 0.109, 0.108, 0.098, 0.094, 0.110, 0.085, 0.108, 0.110, 0.110, 0.091, 0.103, 0.109, 0.109, 0.110, 0.106, -0.053, -0.214, -0.354, -0.215, -0.034, 0.093, 0.086, 0.056, 0.124, 0.117, 0.102, 0.127, 0.068, 0.095, 0.082, 0.042, -0.665, -0.092, -0.140, 0.096, 0.072, 0.095, 0.034, -0.627, 0.053, 0.038]}

Q: Which of them is the most stable? A: model 2.

Model 1:
{"formula": "C6H12N3", "method": "ωB97M-V with the def2-TZVPD basis set", "e_lumo_ev": -4.78, "homo_energy_ha": -0.4954, "total_charge": 1, "species": ["C", "C", "C", "C", "C", "C", "N", "N", "N", "H", "H", "H", "H", "H", "H", "H", "H", "H", "H", "H", "H"], "xyz": [[-0.54, 0.16, 2.50], [0.81, 0.00, 2.42], [0.13, 1.23, 1.91], [-1.02, -1.51, -0.49], [1.28, -0.68, -1.07], [-0.19, -0.35, -1.03], [0.26, 3.34, 1.04], [0.25, 2.44, 1.83], [-0.33, 0.89, -0.17], [-1.53, -0.13, 2.68], [1.76, -0.43, 2.66], [-2.00, -1.08, -0.01], [-1.36, -2.04, -1.37], [-0.48, -2.21, 0.21], [1.82, 0.28, -0.79], [1.70, -1.05, -1.99], [1.49, -1.41, -0.33], [-0.36, -0.07, -2.10], [0.52, 4.13, 1.53], [-1.32, 1.15, 0.02], [0.13, 1.72, -0.59]], "lowdin_charge": [0.128, 0.226, -0.281, -0.063, -0.069, -0.446, 0.237, 0.040, 0.017, 0.121, 0.131, 0.103, 0.083, 0.094, 0.107, 0.081, 0.049, 0.147, 0.080, 0.114, 0.101]}

Model 2:
{"formula": "C6H12N3", "method": "ωB97M-V with the def2-TZVPD basis set", "e_lumo_ev": -3.51, "homo_energy_ha": -0.4573, "total_charge": 1, "species": ["C", "N", "C", "C", "C", "C", "C", "N", "N", "H", "H", "H", "H", "H", "H", "H", "H", "H", "H", "H", "H"], "xyz": [[-1.22, 0.09, -2.38], [-0.27, 0.22, -1.26], [-0.09, 1.42, -0.42], [-0.09, 0.60, 0.90], [-1.32, -0.49, 0.95], [-0.41, -0.75, -0.14], [1.03, -1.19, 0.42], [1.22, 0.02, 1.18], [1.53, -0.29, 2.57], [-2.22, 0.12, -2.00], [-1.02, 0.91, -3.06], [-1.02, -0.81, -3.04], [0.77, 0.14, -1.55], [-0.95, 2.21, -0.56], [0.87, 1.97, -0.64], [-1.17, -1.30, 1.67], [-2.17, 0.13, 1.05], [0.99, -2.16, 0.98], [1.71, -1.29, -0.44], [2.59, -0.17, 2.65], [1.24, 0.60, 3.12]], "lowdin_charge": [0.035, -0.117, -0.041, -0.144, 0.071, -0.176, -0.087, -0.210, 0.038, 0.102, 0.104, 0.139, 0.212, 0.173, 0.155, 0.133, 0.112, 0.145, 0.120, 0.108, 0.129]}

Q: Which of them is the most stable? A: model 1.

Model 1:
{"formula": "C10H14NO", "method": "ωB97M-V with the def2-TZVPD basis set", "e_lumo_ev": -4.72, "homo_energy_ha": -0.4658, "total_charge": 1, "species": ["C", "C", "C", "C", "C", "C", "C", "C", "C", "C", "N", "O", "H", "H", "H", "H", "H", "H", "H", "H", "H", "H", "H", "H", "H", "H"], "xyz": [[0.12, -2.49, 1.55], [-0.33, -2.72, 0.27], [0.10, -1.23, 2.25], [0.03, 0.03, 1.78], [-0.64, -1.63, -0.58], [1.37, 0.49, -1.59], [1.42, -0.17, -0.29], [0.40, 1.66, -1.43], [0.07, 0.07, 0.31], [-1.51, 2.00, 0.09], [-0.66, 1.00, -0.53], [-1.21, -1.29, -1.55], [0.32, -3.39, 2.25], [-0.75, -3.70, 0.00], [0.32, -1.29, 3.26], [-0.03, 0.93, 2.39], [2.33, 0.92, -1.98], [0.85, -0.17, -2.34], [1.63, -1.20, -0.58], [2.18, 0.39, 0.34], [0.74, 2.60, -0.86], [-0.31, 1.92, -2.28], [-2.33, 1.58, 0.66], [-0.92, 2.60, 0.67], [-1.86, 2.69, -0.78], [-1.33, 0.39, -1.02]], "lowdin_charge": [-0.004, -0.016, -0.063, 0.016, -0.203, -0.169, -0.154, -0.055, -0.266, 0.006, -0.146, 0.155, 0.159, 0.132, 0.089, 0.130, 0.149, 0.138, 0.130, 0.164, 0.169, 0.161, 0.121, 0.066, 0.153, 0.136]}

Model 2:
{"formula": "C10H14NO", "method": "ωB97M-V with the def2-TZVPD basis set", "e_lumo_ev": [-4.83, -4.84], "homo_energy_ha": [-0.4469, -0.4469], "total_charge": 1, "species": ["C", "C", "C", "C", "C", "C", "C", "C", "C", "C", "N", "O", "H", "H", "H", "H", "H", "H", "H", "H", "H", "H", "H", "H", "H", "H"], "xyz": [[4.07, 0.32, 0.12], [3.43, 0.15, 1.31], [3.35, 0.16, -1.06], [2.05, -0.17, 1.44], [1.95, -0.25, -1.03], [1.36, -0.44, 0.27], [-1.26, 0.06, -0.33], [-0.95, 1.06, -1.34], [-2.54, -1.25, 1.22], [-3.55, 0.46, -0.38], [-2.39, -0.28, 0.14], [0.23, -1.10, 0.31], [5.08, 0.32, 0.11], [3.99, 0.06, 2.23], [3.83, 0.37, -1.94], [1.61, -0.45, 2.35], [1.46, -0.28, -2.06], [-1.88, 1.60, -1.47], [-0.22, 1.71, -0.82], [-0.47, 0.50, -2.22], [-3.08, -2.20, 0.82], [-3.03, -0.77, 2.11], [-1.57, -1.52, 1.63], [-3.51, 0.61, -1.56], [-3.49, 1.42, 0.16], [-4.44, -0.09, 0.00]], "lowdin_charge": [-0.063, -0.046, -0.027, 0.023, 0.028, -0.419, -0.003, 0.013, 0.009, 0.005, -0.146, 0.023, 0.081, 0.113, 0.076, 0.106, 0.125, 0.076, 0.131, 0.138, 0.155, 0.123, 0.087, 0.156, 0.121, 0.116]}

Q: Which of them is the most stable? A: model 1.